(1)
Formula: C2H3N4
Source: the OMol25 dataset
Level of theory: ωB97M-V/def2-TZVPD

<S²>: 2.029
E, eV: -8065.767
LUMO (spin up / spin down), eV: -6.4 / -9.8
2S+1: 3
HOMO-LUMO gap (spin up / spin down), eV: 9.2 / 7.4
Net charge: +1
Maximum force, hartree/bohr: 0.14306
Energy above the lowest of the compared OMol25 structures with the same formula, charge and spin, kcal per mole: 75.4

Last column: natural (NBO) charge in e.
Positions of all 9 atoms, in Å:
C  1.63577  1.05332  -1.17592  0.47
C  -1.12491  0.25866  0.78462  -0.53
N  1.52742  -1.30220  -0.93196  0.20
N  0.56838  -1.20158  -0.16655  0.16
N  1.80483  -0.09217  -1.28539  -0.39
N  0.01887  -0.38657  0.48537  0.16
H  -0.98224  1.37103  0.35640  0.30
H  -1.97127  -0.07776  0.07390  0.32
H  -1.47686  0.37727  1.85953  0.32

(2)
Formula: C38H70Cl27F2INO6PSi
Source: the OMol25 dataset
Level of theory: ωB97M-V/def2-TZVPD

E, eV: -423105.442
LUMO, eV: 0.1
HOMO-LUMO gap, eV: 8.1
Net charge: 0
Maximum force, hartree/bohr: 0.10594

Last column: Löwdin charge in e.
Positions of all 147 atoms, in Å:
C  1.27891  1.53783  6.29960  -0.15
C  0.40670  2.92432  6.35236  -0.24
C  0.83239  4.02313  5.16511  -0.17
C  0.29113  3.46164  3.70220  -0.24
C  -1.21294  4.19521  3.59400  -0.09
C  1.16743  3.89100  2.41253  -0.15
N  2.59256  4.31551  2.64152  -0.35
O  2.72967  5.57234  3.07469  -0.18
C  3.01886  6.43427  1.90069  -0.09
C  2.48748  7.97470  2.13192  -0.29
C  1.29055  8.43373  1.07874  -0.07
O  3.62142  8.92050  1.86503  -0.14
P  3.70841  3.14477  3.28245  1.00
O  4.49829  3.85623  4.69032  -0.33
O  5.05441  2.85203  2.16912  -0.34
C  0.97080  2.94133  1.03817  -0.23
C  -0.38796  3.43512  0.27383  -0.13
C  -0.34533  4.88923  -0.47428  -0.62
C  -1.63005  5.79614  0.09728  -0.13
Cl  -0.70504  4.62793  -2.28834  0.53
O  2.23547  3.19037  0.35173  -0.16
C  2.30957  2.98590  -1.06156  -0.67
O  3.45064  2.03711  -1.30554  -0.17
I  3.00430  4.87140  -2.03800  0.80
C  0.78320  1.34761  1.35531  -0.16
F  1.21001  0.42791  0.23152  -0.03
F  1.61324  0.83917  2.51050  -0.07
C  -0.74989  0.84562  1.67163  -0.13
C  -1.54729  0.19481  0.39732  -0.27
Si  -1.62543  -1.73354  0.38038  0.53
C  -3.41042  -2.35954  0.86611  -0.28
C  -0.31815  -2.61158  1.48709  -0.22
C  -1.21796  -2.28173  -1.46153  -0.27
C  -1.96766  -1.38078  -2.64626  -0.13
C  -1.72526  -1.64209  -4.25459  -0.06
C  -0.66996  -2.86925  -4.63941  -0.05
C  0.07281  -3.80441  -3.46879  -0.18
C  -0.19072  -3.51081  -1.84707  -0.13
H  1.10094  0.99502  7.34773  0.07
H  0.81976  0.84142  5.47896  0.03
H  2.42935  1.73187  6.19497  0.08
H  -0.75744  2.78168  6.36036  0.09
H  0.66886  3.48333  7.37409  0.11
H  0.24954  5.01911  5.47400  0.12
H  1.96003  4.29468  5.20792  0.09
H  0.06774  2.33197  3.86156  0.11
H  -1.15066  5.30603  3.23226  0.08
H  -1.63319  4.24510  4.71111  0.09
H  -1.99299  3.56456  2.99923  0.06
H  0.65387  4.92237  2.07572  0.16
H  2.49142  6.02630  0.91116  0.09
H  4.19625  6.50597  1.76570  0.15
H  2.12423  8.20058  3.22207  0.16
H  1.05161  7.59877  0.29450  0.05
H  0.32115  8.68731  1.70870  0.09
H  1.56231  9.43948  0.49853  0.10
H  3.86269  8.88608  0.88066  0.11
H  5.07035  3.18006  5.16296  0.07
H  5.41385  3.78510  1.99311  0.00
H  -0.58626  2.63360  -0.58958  0.10
H  -1.36478  3.43801  0.92226  0.11
H  0.60360  5.53813  -0.25644  0.05
H  -1.41414  6.18744  1.20345  0.08
H  -2.55294  5.07573  0.10597  0.09
H  -1.80182  6.68322  -0.65762  0.02
H  1.40160  2.49895  -1.61073  0.13
H  3.49051  1.88618  -2.31438  0.11
H  -0.66558  -0.02967  2.48028  0.12
H  -1.44966  1.64575  2.15178  0.10
H  -2.67850  0.56590  0.48763  0.06
H  -1.18302  0.54082  -0.65783  0.07
H  -3.55550  -2.15504  2.03195  0.06
H  -4.23820  -1.70136  0.32712  -0.01
H  -3.57521  -3.48605  0.59547  0.01
H  -0.40080  -2.33264  2.64443  0.05
H  0.78244  -2.40280  1.07634  0.05
H  -0.49996  -3.78966  1.43372  0.06
H  -2.69301  -0.49980  -2.31268  0.05
H  -2.25402  -0.95569  -5.04174  0.07
H  -0.46816  -3.05074  -5.79558  -0.01
H  0.79419  -4.63409  -3.87949  -0.09
H  0.35621  -4.14744  -1.00180  0.04
C  -5.50701  -3.68821  -2.08222  -1.00
Cl  -6.28705  -2.54664  -0.98065  0.53
Cl  -3.74795  -3.63050  -1.91727  0.65
H  -5.85307  -4.69864  -1.85113  -0.06
H  -5.77660  -3.43188  -3.10965  0.03
C  -5.00549  1.81056  -3.10780  -1.01
Cl  -3.75579  2.05789  -4.33344  0.50
Cl  -4.29897  1.70760  -1.49069  0.52
H  -5.70445  2.65000  -3.13791  0.03
H  -5.53657  0.88037  -3.32391  0.03
C  2.37261  -6.93884  -2.03781  -0.94
Cl  1.67661  -8.25245  -1.08119  0.53
Cl  1.16536  -5.69461  -2.38313  0.67
H  3.19680  -6.48940  -1.47849  0.04
H  2.74519  -7.34471  -2.98145  0.00
C  0.99099  -5.75010  -6.57102  -0.96
Cl  0.63350  -4.25732  -7.44792  0.56
Cl  2.45919  -5.58199  -5.60100  0.58
H  0.15275  -5.98395  -5.91012  0.04
H  1.13077  -6.56054  -7.29049  0.03
C  -1.39627  7.94800  -3.75089  -1.03
Cl  -1.23921  8.75708  -2.18697  0.52
Cl  -3.05869  8.03129  -4.34608  0.50
H  -0.73543  8.43567  -4.47172  0.03
H  -1.11051  6.89926  -3.63914  -0.04
C  -1.22548  -10.21297  -1.76465  -1.11
Cl  -1.92148  -11.52658  -0.80803  0.50
Cl  -2.43273  -8.96874  -2.10997  0.50
H  -0.40129  -9.76353  -1.20533  -0.07
H  -0.85291  -10.61883  -2.70829  0.00
C  -7.49092  -6.65378  -3.60735  -0.99
Cl  -5.85196  -7.18613  -3.21295  0.52
Cl  -8.12054  -5.56171  -2.36810  0.53
H  -7.47401  -6.13113  -4.56687  0.03
H  -8.14240  -7.52841  -3.67510  0.03
C  -1.62964  -1.05029  7.02956  -1.01
Cl  -0.14328  -1.61678  6.25824  0.52
Cl  -2.52174  0.04335  5.96517  0.49
H  -2.25983  -1.91187  7.26339  0.03
H  -1.37307  -0.52024  7.95001  0.03
C  4.62188  -2.98110  -7.03565  -1.04
Cl  6.10824  -3.54759  -7.80698  0.50
Cl  3.72978  -1.88746  -8.10004  0.49
H  3.99169  -3.84267  -6.80183  -0.05
H  4.87845  -2.45105  -6.11521  0.03
C  8.62321  3.98468  1.61723  -1.03
Cl  10.30657  4.51946  1.54359  0.50
Cl  7.52823  5.25025  1.04787  0.51
H  8.50300  3.10015  0.98693  0.04
H  8.37352  3.73715  2.65182  0.03
C  4.06966  -1.17995  1.57673  -1.04
Cl  5.31936  -0.93261  0.35109  0.50
Cl  4.77618  -1.28291  3.19384  0.49
H  3.37070  -0.34050  1.54662  -0.01
H  3.53859  -2.11014  1.36061  0.02
C  3.14779  -11.81216  -2.54014  -0.99
Cl  1.52179  -11.75217  -1.84903  0.55
Cl  3.76614  -10.18606  -2.85362  0.51
H  3.81481  -12.31705  -1.83708  0.03
H  3.11433  -12.36750  -3.48061  0.03
C  -8.82987  -3.69192  1.47232  -1.03
Cl  -9.49506  -3.60753  -0.16339  0.47
Cl  -8.44707  -2.07945  2.08732  0.49
H  -9.56542  -4.15890  2.13187  0.03
H  -7.91681  -4.29192  1.45452  0.03